Entry 1:
DFT (ωB97M-V with the def2-TZVPD basis set) results for a structure of composition C5H14N4.

Geometry as ORCA input:
```
! wB97M-V def2-TZVPD RIJCOSX def2/J DEFGRID3
* xyz 0 1
H 1.7285 -0.6732 0.5360
H -0.1155 1.9385 -1.3933
N -0.9521 -1.4852 0.0590
H -1.5966 1.0845 -0.8981
H -1.7456 0.2592 1.5903
C -0.3605 -2.4012 0.7339
H 0.8246 1.6146 0.8559
C -0.7940 0.7425 1.7987
C 1.5060 -0.0586 -0.3311
H 1.1564 -0.6238 -1.1827
H -0.2274 0.1647 2.5296
N -1.4374 -2.2595 -1.9819
H 0.2131 -3.1778 0.2381
C -0.7567 1.6798 -0.5508
C 0.0084 0.9614 0.5343
N -1.0458 -1.3323 -1.2303
H -1.1801 2.6135 -0.1685
H -0.4448 -2.3830 1.8077
H -1.5656 -1.8467 -2.9111
H -1.0619 1.7089 2.2436
H 2.3694 1.3116 -1.5620
H 2.9314 1.3759 0.0024
N 2.5462 0.7861 -0.7197
*
```

For the energy above the lowest of the compared OMol25 structures with the same formula, charge and spin, the calculation gives 115.3 kcal/mol. As for the highest occupied orbital energy: -0.290 Ha. The calculation puts the largest force on an atom at 3.372 eV/Å. The value obtained for the HOMO-LUMO gap is 8.09 eV.

---

Entry 2:
DFT (ωB97M-V with the def2-TZVPD basis set) results for a cluster of 2 separate species, C5H14NO in total.

Geometry as ORCA input:
```
! wB97M-V def2-TZVPD RIJCOSX def2/J DEFGRID3
* xyz 0 2
H 1.0413 -2.5921 -1.9038
C 0.5505 1.4177 0.5144
C -0.2264 0.5543 -1.7944
H -0.8853 -0.1634 -2.2750
H -0.3284 1.5024 -2.3289
C -0.5502 0.8670 -0.3711
H 1.3991 1.6930 -0.1226
H -0.6515 -1.0695 1.8215
H -0.3071 -2.5032 -1.4658
O 0.5414 -2.1222 -1.2204
H 0.2045 2.3510 0.9670
C 0.9565 0.3855 1.5542
H 0.8297 0.7244 2.5843
H 0.7723 0.1291 -1.8211
H -2.5864 0.3201 -0.5004
H 0.1461 -1.0877 0.3810
H 0.7690 -1.6062 1.9171
C -1.8131 0.7361 0.1439
H 2.0348 0.1875 1.4645
H -2.1623 1.1707 1.0691
N 0.2655 -0.8947 1.3867
*
```

For the energy above the lowest of the compared OMol25 structures with the same formula, charge and spin, the calculation gives 74.1 kcal/mol. As for the highest occupied orbital energy (alpha / beta): -0.099 / -0.269 Ha. The calculation puts the largest force on an atom at 2.140 eV/Å. The value obtained for the HOMO-LUMO gap (alpha / beta) is 2.96 / 7.48 eV.

---

Entry 3:
DFT (ωB97M-V with the def2-TZVPD basis set) results for a cluster of 2 separate species, C5H14NO in total.

Geometry as ORCA input:
```
! wB97M-V def2-TZVPD RIJCOSX def2/J DEFGRID3
* xyz 1 1
H 1.2768 -2.5738 0.8315
H 1.2385 4.9113 0.3076
H -0.2685 -0.2498 0.1358
C -0.3322 -1.7718 -1.4204
N -0.2172 -1.3239 -0.0285
H -1.0251 -1.1708 -2.0185
H 1.0942 -1.1765 1.8083
H -1.2207 -1.4347 1.8178
H -2.2315 -1.6027 0.2387
O -0.2196 1.9003 -0.1287
C 0.4629 4.1473 0.0317
C 0.7570 2.8667 0.0270
H 0.6751 -1.6216 -1.8893
H 1.8888 -0.9507 0.1732
H -1.3778 -3.1212 0.7055
C 1.0834 -1.5745 0.7024
H -0.4451 -2.8116 -1.6387
H -0.5607 4.4591 -0.1790
H 1.7903 2.4965 -0.0164
C -1.3420 -1.9214 0.7595
H -1.0267 2.5238 -0.2192
*
```

For the energy above the lowest of the compared OMol25 structures with the same formula, charge and spin, the calculation gives 70.7 kcal/mol. As for the highest occupied orbital energy: -0.460 Ha. The calculation puts the largest force on an atom at 4.048 eV/Å. The value obtained for the HOMO-LUMO gap is 9.58 eV.

---

Entry 4:
DFT (ωB97M-V with the def2-TZVPD basis set) results for a cluster of 2 separate species, C5H14NO in total.

Geometry as ORCA input:
```
! wB97M-V def2-TZVPD RIJCOSX def2/J DEFGRID3
* xyz 1 1
H 1.7377 -2.0402 -0.2913
H 1.8970 0.2313 -0.3103
N -0.8881 -0.4268 0.5625
C -0.5307 1.8865 -0.0467
O -4.1827 2.0792 -3.8301
C 1.4505 0.4631 0.6655
H 2.7928 -0.5974 1.8622
C 0.0079 0.7719 0.3984
H 1.0630 -2.8663 1.0418
H 1.1199 -0.8055 2.4003
H 1.9561 1.3427 1.0732
H 0.0165 2.6659 -0.5496
H -1.6110 1.8648 -0.1423
H -4.5782 1.1989 -3.9766
H -0.4146 -1.2670 0.8946
C 1.7802 -0.7638 1.5188
H -1.5830 -0.2181 1.2789
H -3.2576 1.8458 -3.9863
H -1.3730 -0.6347 -0.3141
C 1.8224 -2.1193 0.7906
H 2.7752 -2.6111 0.9605
*
```

For the energy above the lowest of the compared OMol25 structures with the same formula, charge and spin, the calculation gives 49.9 kcal/mol. As for the highest occupied orbital energy: -0.515 Ha. The calculation puts the largest force on an atom at 1.523 eV/Å. The value obtained for the HOMO-LUMO gap is 10.27 eV.

---

Entry 5:
DFT (ωB97M-V with the def2-TZVPD basis set) results for a cluster of 2 separate species, C5H14NO in total.

Geometry as ORCA input:
```
! wB97M-V def2-TZVPD RIJCOSX def2/J DEFGRID3
* xyz 1 1
N 0.6723 2.3003 0.2583
H 0.5580 -1.8802 0.7116
H 0.1294 -1.1197 -1.9072
C 1.5126 -0.0044 0.0680
H 1.1672 4.0493 -0.7505
H 2.1065 0.1786 0.9736
H -0.4014 -0.5297 1.0139
H -1.4095 -0.6751 -1.0779
C 0.3300 -0.9081 0.2889
H -0.6882 -2.2914 -0.9963
H 2.2309 -0.5697 -0.5327
C 1.2333 1.3060 -0.6575
H -3.8461 -3.8821 0.6282
H 2.0864 1.6206 -1.2571
H 0.7449 2.0870 1.2519
H 0.1028 4.1574 0.8076
H -3.5566 -3.9241 2.1375
O -3.5357 -3.3495 1.3636
H 0.4292 1.0919 -1.3694
C -0.4761 -1.2263 -1.0040
C 0.6100 3.5695 0.0497
*
```

For the energy above the lowest of the compared OMol25 structures with the same formula, charge and spin, the calculation gives 54.7 kcal/mol. As for the highest occupied orbital energy: -0.501 Ha. The calculation puts the largest force on an atom at 2.385 eV/Å. The value obtained for the HOMO-LUMO gap is 7.98 eV.

---

Entry 6:
DFT (ωB97M-V with the def2-TZVPD basis set) results for a cluster of 2 separate species, C5H14NO in total.

Geometry as ORCA input:
```
! wB97M-V def2-TZVPD RIJCOSX def2/J DEFGRID3
* xyz 1 1
H 0.8262 -2.5019 1.1418
H -1.4781 -1.5297 2.1324
H 0.6043 1.5812 1.3104
H -0.0795 0.6032 -1.4060
H 1.5317 -1.0251 1.7510
H 1.0957 2.4501 -1.3853
C 0.9491 2.5527 -0.3129
H 1.0892 -0.2834 -0.4684
C -0.6211 -0.9780 1.7568
N 0.4514 1.5468 0.2979
C -0.9459 -0.4724 0.3454
H 0.7242 -2.0593 2.9457
H -0.5926 -0.1045 2.4285
H -1.8705 0.1121 0.3353
H -0.4391 -0.7953 -3.8135
C 0.7205 -1.7423 1.9090
H -1.2163 0.1144 -4.6600
H -1.2165 -1.3520 -0.2494
H 1.1075 3.5121 0.1591
C 0.1399 0.2509 -0.3962
O -0.7802 0.1203 -3.8215
*
```

For the energy above the lowest of the compared OMol25 structures with the same formula, charge and spin, the calculation gives 40.6 kcal/mol. As for the highest occupied orbital energy: -0.546 Ha. The calculation puts the largest force on an atom at 1.969 eV/Å. The value obtained for the HOMO-LUMO gap is 9.76 eV.

---

Entry 7:
DFT (ωB97M-V with the def2-TZVPD basis set) results for a structure of composition C5H14NO.

Geometry as ORCA input:
```
! wB97M-V def2-TZVPD RIJCOSX def2/J DEFGRID3
* xyz 1 1
H 0.8761 3.1199 -0.3783
H -1.5793 -0.6203 -0.2170
C 0.3861 2.8417 0.5427
C -0.2397 1.6467 0.5713
N 0.2173 -3.6051 -1.5325
H -0.9127 1.4782 -1.4984
H 0.6721 -2.7113 -1.6469
C -0.8633 1.0329 1.7720
H -0.7814 -3.5585 -1.7023
H 0.2742 -1.1763 0.1248
C -0.3202 0.9107 -0.7611
H 0.1996 3.4715 1.4016
H 0.5446 -4.1983 -2.2889
H 0.7538 1.0526 -0.9782
H -1.9383 1.2726 1.8196
H -0.8990 -0.0502 1.6917
H -0.4223 -0.8361 -1.7711
O 1.2409 -0.9287 0.4902
H 1.6423 -1.6828 0.9607
H -0.4486 1.4335 2.6875
C -0.6299 -0.5321 -0.7485
*
```

For the energy above the lowest of the compared OMol25 structures with the same formula, charge and spin, the calculation gives 164.7 kcal/mol. As for the highest occupied orbital energy: -0.502 Ha. The calculation puts the largest force on an atom at 6.283 eV/Å. The value obtained for the HOMO-LUMO gap is 5.37 eV.

---

Entry 8:
DFT (ωB97M-V with the def2-TZVPD basis set) results for a structure of composition C5H14NO.

Geometry as ORCA input:
```
! wB97M-V def2-TZVPD RIJCOSX def2/J DEFGRID3
* xyz 1 1
H 3.1748 0.2165 -1.4967
H 1.7554 1.9606 1.3574
H -0.1908 -0.2123 -2.0130
H -0.9845 1.7228 0.7342
C -0.3917 -0.2107 -0.9353
H -0.0586 0.7554 -0.5509
N 2.9940 0.0899 -0.5056
H -2.4074 1.5746 1.9828
H 2.1543 0.9580 0.0983
C -2.5577 0.3615 0.2166
C 0.3895 -1.2978 -0.1996
C -1.8445 -0.4109 -0.6976
H -2.4525 -1.0892 -1.2932
H -3.5286 0.0218 0.4946
O 1.2928 1.5636 0.6128
H -0.8286 -2.3078 1.1635
H 3.8259 -0.4015 -0.1890
H 1.0933 -0.7796 0.4826
H -0.3139 -1.8278 0.5735
H 0.8571 -2.0308 -0.8435
C -1.9784 1.3437 1.0079
*
```

For the energy above the lowest of the compared OMol25 structures with the same formula, charge and spin, the calculation gives 248.2 kcal/mol. As for the highest occupied orbital energy: -0.430 Ha. The calculation puts the largest force on an atom at 4.903 eV/Å. The value obtained for the HOMO-LUMO gap is 4.51 eV.